The following is a quantum chemistry calculation of a structure of composition C19H35BrIrN2O4SSi at a distorted geometry, from OMol25.

Each line ends with the Mulliken charge.
Element x y z (Å)
Ir: -0.354 0.940 -0.258  2.143
C: 0.114 4.309 -0.700  -0.530
C: -1.186 4.056 0.023  -0.892
O: -1.811 2.847 -0.425  -0.440
C: -2.530 2.965 -1.652  -0.544
C: -3.071 1.600 -1.927  -0.566
O: -2.006 0.653 -2.121  -0.189
C: -1.532 0.607 -3.470  -0.644
C: -0.086 0.216 -3.411  -0.959
O: 0.622 1.026 -2.466  -0.370
C: 1.093 2.294 -2.939  -0.447
C: 1.778 2.948 -1.771  -0.874
O: 0.863 3.091 -0.686  -0.368
H: 0.663 5.089 -0.169  0.414
H: -0.046 4.640 -1.730  0.444
H: -1.862 4.902 -0.113  0.491
H: -1.005 3.921 1.085  0.301
H: -1.878 3.325 -2.454  0.241
H: -3.356 3.672 -1.537  0.620
H: -3.745 1.595 -2.783  0.412
H: -3.612 1.265 -1.048  -0.091
H: -1.678 1.568 -3.968  0.440
H: -2.087 -0.150 -4.029  0.419
H: 0.379 0.286 -4.395  0.549
H: 0.012 -0.808 -3.050  0.296
H: 0.257 2.894 -3.312  0.275
H: 1.804 2.151 -3.755  0.521
H: 2.208 3.906 -2.066  0.529
H: 2.572 2.300 -1.403  0.270
C: -4.318 -0.944 -0.298  -1.076
Si: -2.969 -1.131 1.000  0.219
C: -3.099 0.017 2.466  -1.016
C: -3.171 -2.863 1.664  -1.142
C: -1.241 -0.899 0.183  -0.560
H: -4.933 -1.844 -0.313  0.487
H: -3.907 -0.801 -1.296  0.204
H: -4.980 -0.106 -0.067  0.401
H: -4.104 -0.041 2.889  0.394
H: -2.907 1.059 2.204  0.299
H: -2.389 -0.275 3.243  0.299
H: -4.190 -2.971 2.037  0.335
H: -2.476 -3.080 2.478  0.335
H: -3.014 -3.606 0.878  0.354
H: -0.505 -1.370 0.833  0.223
H: -1.225 -1.403 -0.788  0.403
N: 1.572 -1.294 2.122  -0.122
C: 2.244 -1.143 0.995  0.579
S: 1.678 -0.252 -0.405  -0.198
N: 3.428 -1.708 0.833  -0.053
C: 4.070 -2.657 1.708  0.350
C: 3.356 -3.705 2.274  -0.255
C: 4.028 -4.636 3.053  -0.635
C: 5.392 -4.513 3.270  -0.503
C: 6.092 -3.458 2.703  -0.555
C: 5.436 -2.532 1.908  -0.546
H: 0.774 -0.706 2.303  -0.142
H: 2.029 -1.724 2.916  0.352
H: 3.945 -1.448 0.005  0.283
H: 2.301 -3.833 2.067  0.528
H: 3.483 -5.472 3.470  0.396
H: 5.912 -5.246 3.872  0.412
H: 7.155 -3.358 2.874  0.397
H: 5.977 -1.707 1.462  0.395
Br: 0.036 1.542 1.981  -0.295

Atoms 1-2, force components in eV/Å:
Ir 0.81 0.81 -0.42
C -0.03 0.00 -0.08

Values from the calculation:
**Total energy**: -4520.91720 a.u.
**HOMO (alpha / beta)**: -14.1 / -14.1 eV
**M**: 687.77 g/mol
**Energy relative to the best compared isomer or geometry (same formula, charge and spin)**: 0.627 eV
**Charge**: +2
**Multiplicity**: 2
**Frontier orbital gap (alpha / beta)**: 6.7 / 5.9 eV



The following is a quantum chemistry calculation of a structure of composition C8H9NO3 at a distorted geometry, from OMol25.

Each line ends with the Mulliken charge.
Element x y z (Å)
C: 1.092 2.591 1.817  -0.669
C: 0.419 0.801 0.168  0.804
C: -0.972 1.112 0.521  -0.536
C: -1.921 0.196 -0.080  -0.825
C: -1.255 -0.722 -1.172  0.344
C: 0.882 -0.286 -0.411  0.651
C: 2.324 -0.832 -0.397  -0.948
C: -2.099 -1.869 -1.591  0.522
H: 0.196 3.179 1.560  0.274
H: 2.122 3.134 1.977  0.222
H: 1.094 1.733 2.911  0.256
H: -1.352 1.924 1.100  0.236
H: -3.077 0.285 -0.066  0.291
H: 3.102 0.111 -0.545  0.237
H: 2.823 -1.316 0.470  0.296
H: 2.347 -1.319 -1.536  0.297
H: -2.301 -4.194 -1.113  0.398
N: -0.013 -0.993 -1.296  -0.423
O: 1.340 1.570 0.906  -0.347
O: -1.504 -3.190 -1.670  -0.633
O: -3.247 -1.916 -1.553  -0.446

Atoms 1-2, force components in eV/Å:
C 1.89 -3.19 3.48
C -1.48 4.45 5.53

Values from the calculation:
**Total energy**: -590.46035 a.u.
**HOMO**: -8.9 eV
**M**: 167.16 g/mol
**Energy relative to the best compared isomer or geometry (same formula, charge and spin)**: 7.578 eV
**Charge**: 0
**Frontier orbital gap**: 8.7 eV



The following is a quantum chemistry calculation of a cluster of 2 separate species, C2H7OS in total at a distorted geometry, from OMol25.

Each line ends with the Mulliken charge.
Element x y z (Å)
S: -2.602 -0.553 -1.108  -0.846
H: -3.673 0.052 -1.620  -0.029
H: -1.074 0.657 -0.961  0.277
C: 0.337 -0.265 0.008  -0.226
O: -0.086 0.896 -0.716  -0.497
C: 1.540 0.161 0.903  -1.049
H: 0.578 -1.112 -0.665  0.262
H: -0.462 -0.531 0.718  0.278
H: 1.837 -0.728 1.526  0.296
H: 1.144 0.960 1.558  0.263
H: 2.459 0.462 0.357  0.271

Atoms 1-2, force components in eV/Å:
S -0.40 -0.44 0.02
H -0.17 0.17 -0.11

Values from the calculation:
**Total energy**: -553.85245 a.u.
**HOMO**: -3.1 eV
**M**: 79.14 g/mol
**Energy relative to the best compared isomer or geometry (same formula, charge and spin)**: 0.313 eV
**Charge**: -1
**Frontier orbital gap**: 7.2 eV



The following is a quantum chemistry calculation of an isolated molecule of C3H3NS2 at a distorted geometry, from OMol25.

Each line ends with the Mulliken charge.
Element x y z (Å)
C: 1.323 -0.380 0.283  -0.829
S: 0.028 -1.326 -0.619  0.002
C: -1.347 -0.247 -0.290  0.191
S: -2.866 -0.758 -0.041  -0.145
C: -0.996 1.144 -0.414  0.215
N: -0.719 2.262 -0.400  -0.346
H: 2.227 -0.961 0.060  0.289
H: 1.163 -0.406 1.403  0.292
H: 1.186 0.671 0.020  0.331

Atoms 1-2, force components in eV/Å:
C -0.84 -0.63 1.21
S -0.38 0.58 0.88

Values from the calculation:
**Total energy**: -967.19395 a.u.
**HOMO**: -9.5 eV
**M**: 117.20 g/mol
**Energy relative to the best compared isomer or geometry (same formula, charge and spin)**: 0.600 eV
**SMILES**: CSC(=S)C#N
**Charge**: 0
**Frontier orbital gap**: 7.8 eV



The following is a quantum chemistry calculation of a cluster of 2 separate species, C17H16BCl4O3 in total at a distorted geometry, from OMol25.

Each line ends with the Mulliken charge.
Element x y z (Å)
Cl: -0.914 -3.991 -1.571  -0.314
B: -0.375 -3.504 0.134  0.746
Cl: -1.864 -3.046 1.186  -0.282
Cl: 0.625 -4.822 0.999  -0.342
O: 0.492 -2.304 -0.031  -0.453
C: 0.850 -1.533 0.932  -0.702
C: 2.008 -0.695 0.782  0.809
C: 2.569 -0.078 1.923  -0.260
C: 3.623 0.812 1.787  -0.694
C: 4.122 1.101 0.505  0.502
Cl: 5.347 2.287 0.321  -0.233
C: 3.624 0.437 -0.628  -0.734
C: 2.591 -0.476 -0.493  -0.390
H: 0.362 -1.628 1.907  0.329
H: 2.148 -0.326 2.898  0.384
H: 4.065 1.303 2.653  0.401
H: 4.056 0.647 -1.598  0.411
H: 2.202 -1.013 -1.352  0.504
C: 1.003 3.278 2.500  -0.976
C: -0.369 2.690 2.347  -0.334
O: -0.299 1.679 1.330  -0.183
C: -1.538 1.139 1.126  0.155
C: -1.576 0.188 0.049  -0.804
C: -2.776 -0.335 -0.441  0.736
C: -4.027 -0.157 0.232  -0.373
C: -5.188 -0.748 -0.237  -0.621
C: -5.169 -1.509 -1.414  -0.371
C: -3.966 -1.681 -2.115  -0.608
C: -2.788 -1.129 -1.637  -0.358
O: -2.472 1.504 1.856  -0.760
H: 0.970 4.065 3.255  0.444
H: 1.725 2.524 2.824  0.086
H: 1.352 3.719 1.561  0.254
H: -0.711 2.236 3.286  0.302
H: -1.089 3.459 2.036  0.323
H: -0.654 -0.013 -0.475  0.479
H: -4.016 0.449 1.131  0.512
H: -6.113 -0.605 0.318  0.351
H: -6.087 -1.967 -1.786  0.329
H: -3.940 -2.259 -3.041  0.327
H: -1.832 -1.307 -2.134  0.409

Atoms 1-2, force components in eV/Å:
Cl 0.32 -0.15 0.30
B -1.04 -0.06 0.27

Values from the calculation:
**Total energy**: -2748.93320 a.u.
**HOMO**: -3.0 eV
**M**: 420.94 g/mol
**Charge**: -1
**Frontier orbital gap**: 3.9 eV



The following is a quantum chemistry calculation of a structure of composition C34H34BBrIrN3O5PS2 at a distorted geometry, from OMol25.

Each line ends with the Mulliken charge.
Element x y z (Å)
Ir: 0.439 -0.852 0.564  1.807
O: 0.514 -2.771 1.605  -0.786
S: -0.438 -2.394 2.692  1.678
O: -0.034 -2.782 4.000  -0.678
O: -0.672 -0.926 2.528  -0.686
C: -1.973 -3.194 2.284  0.871
C: -2.449 -4.206 3.093  -0.385
C: -3.644 -4.830 2.761  -0.741
C: -4.342 -4.424 1.633  -0.791
C: -3.859 -3.404 0.830  -0.604
C: -2.652 -2.781 1.149  -1.001
P: -2.023 -1.444 0.083  0.335
C: -3.290 -0.166 0.142  0.781
C: -3.416 0.746 -0.910  -0.318
C: -4.363 1.750 -0.835  -1.059
C: -5.166 1.868 0.290  -0.623
C: -5.031 0.975 1.344  -0.807
C: -4.088 -0.034 1.279  -0.710
C: -1.968 -2.188 -1.574  1.086
C: -0.798 -2.888 -1.876  -0.723
C: -0.666 -3.538 -3.088  -0.883
C: -1.695 -3.475 -4.017  -0.583
C: -2.853 -2.770 -3.725  -0.865
C: -2.997 -2.124 -2.509  -0.214
H: -1.885 -4.475 3.972  0.585
H: -4.028 -5.625 3.382  0.442
H: -5.273 -4.904 1.373  0.460
H: -4.412 -3.082 -0.041  0.501
H: -2.781 0.658 -1.780  0.661
H: -4.477 2.442 -1.654  0.492
H: -5.890 2.664 0.350  0.441
H: -5.662 1.070 2.214  0.462
H: -3.971 -0.723 2.103  0.443
H: 0.002 -2.918 -1.135  0.369
H: 0.232 -4.096 -3.309  0.522
H: -1.591 -3.972 -4.969  0.441
H: -3.652 -2.728 -4.450  0.474
H: -3.901 -1.575 -2.293  0.488
C: -0.113 4.927 -1.695  -1.402
C: 0.662 4.075 -0.700  -0.428
N: 1.574 3.172 -1.384  0.025
C: 1.432 1.860 -1.499  0.349
S: 0.058 1.115 -0.736  -0.714
N: 2.296 1.152 -2.220  0.020
C: 2.239 -0.277 -2.452  -0.013
C: 1.347 -0.620 -3.640  -1.149
H: -0.751 5.617 -1.154  0.418
H: -0.738 4.309 -2.334  0.314
H: 0.563 5.506 -2.317  0.379
H: -0.021 3.483 -0.093  0.308
H: 1.256 4.715 -0.043  0.271
H: 2.339 3.622 -1.875  0.369
H: 3.044 1.645 -2.692  0.438
H: 1.855 -0.770 -1.525  -0.512
H: 3.258 -0.626 -2.627  0.511
H: 0.332 -0.270 -3.473  0.199
H: 1.324 -1.694 -3.790  0.328
H: 1.736 -0.157 -4.543  0.418
O: 3.803 0.998 0.427  -0.546
B: 3.034 1.188 1.579  0.880
O: 2.847 2.535 1.838  -0.599
C: 3.578 3.191 0.898  0.666
C: 3.783 4.547 0.734  -0.960
C: 4.592 4.935 -0.326  -0.584
C: 5.166 4.003 -1.190  -0.771
C: 4.963 2.638 -1.027  -0.823
C: 4.166 2.250 0.034  0.547
H: 3.363 5.261 1.421  0.615
H: 4.792 5.984 -0.475  0.466
H: 5.802 4.349 -1.991  0.454
H: 5.445 1.917 -1.666  0.669
Br: 0.629 -0.299 5.984  -0.015
C: 1.727 -0.630 4.497  -0.489
C: 2.389 -1.871 4.384  -0.034
C: 2.991 -2.138 3.148  -0.984
C: 3.035 -1.202 2.162  -0.081
N: 2.544 0.114 2.369  0.607
C: 1.793 0.326 3.525  -0.318
H: 2.358 -2.597 5.173  0.526
H: 3.411 -3.111 2.961  0.488
H: 3.544 -1.341 1.224  0.592
H: 1.305 1.282 3.601  0.682

Atoms 1-2, force components in eV/Å:
Ir -2.64 -0.09 -1.38
O 0.25 0.40 -0.36

Values from the calculation:
**Total energy**: -5697.01962 a.u.
**HOMO (alpha / beta)**: -13.3 / -13.5 eV
**M**: 942.70 g/mol
**Energy relative to the best compared isomer or geometry (same formula, charge and spin)**: 0.632 eV
**Charge**: +2
**Multiplicity**: 2
**Frontier orbital gap (alpha / beta)**: 6.5 / 6.6 eV